[1]
Density functional theory data (ωB97M-V/def2-TZVPD) for the molecule C6H8O2.

Geometry (Å):
C 1.929 -0.476 0.001
C 0.600 0.225 0.020
C 0.562 1.562 0.022
C -0.588 -0.680 -0.016
C -1.842 -0.281 -0.751
C -1.832 -0.363 0.753
H 3.763 -0.247 -0.015
H -0.369 2.120 0.011
H 1.474 2.151 0.031
H -0.291 -1.716 -0.075
H -1.873 0.699 -1.201
H -2.380 -1.043 -1.329
H -1.832 0.569 1.321
H -2.372 -1.173 1.240
O 2.998 0.337 -0.009
O 2.055 -1.684 -0.002

Output
* highest occupied orbital energy: -9.6 eV
* Kohn-Sham gap: 10.24 eV
* energy relative to the best compared isomer or geometry (same formula, charge and spin): 0.928 eV
* multiplicity: 1

[2]
Density functional theory data (ωB97M-V/def2-TZVPD) for a structure of composition C6H8O2.

Geometry (Å):
C -1.371 -0.165 0.512
C -0.445 -0.677 -0.574
C 0.945 -1.092 -0.230
C 1.335 -0.136 1.029
C 1.076 0.853 -0.100
C -0.434 0.924 -0.184
H -2.907 0.873 -0.692
H -1.663 -0.287 1.623
H -1.212 -1.002 -1.461
H 1.372 -1.962 -0.541
H 2.300 -0.194 1.394
H 0.497 -0.289 1.705
H 1.604 1.755 -0.159
H -0.306 1.627 -1.116
O -2.584 -0.174 -0.249
O 1.793 -0.053 -0.956

Output
* highest occupied orbital energy: -9.3 eV
* Kohn-Sham gap: 9.94 eV
* energy relative to the best compared isomer or geometry (same formula, charge and spin): 7.555 eV
* multiplicity: 1

[3]
Density functional theory data (ωB97M-V/def2-TZVPD) for the molecule C6H8O2.

Geometry (Å):
C -1.210 1.602 0.322
C -2.763 0.643 -1.224
C -0.245 0.867 -0.067
C -1.806 0.097 -1.901
C 1.143 -0.689 1.042
C 1.081 0.406 -0.065
O -2.501 1.603 -0.208
O -1.413 -0.740 -2.798
H -1.194 2.380 1.018
H -3.852 0.903 -1.519
H 1.177 -0.329 2.044
H 1.989 -1.323 0.807
H 0.220 -1.366 0.889
H 1.273 -0.114 -1.085
H 1.891 0.987 -0.010
H -2.039 -0.948 -3.531

Output
* highest occupied orbital energy (alpha / beta): -8.2 / -8.1 eV
* Kohn-Sham gap (alpha / beta): 8.38 / 8.16 eV
* energy relative to the best compared isomer or geometry (same formula, charge and spin): 6.699 eV
* multiplicity: 1

[4]
Density functional theory data (ωB97M-V/def2-TZVPD) for a structure of composition C6H8O4.

Geometry (Å):
O -6.614 0.853 1.863
C -6.385 0.743 0.680
C -5.043 0.422 0.135
C -4.107 -0.461 0.957
C -3.789 0.972 0.816
C -2.794 1.381 -0.250
O -3.244 0.859 -1.502
C -4.830 0.440 -1.349
O -5.608 0.874 -2.163
H -7.207 0.778 -0.066
H -4.522 -0.802 1.905
H -3.500 -1.186 0.413
H -3.938 1.643 1.661
H -2.771 2.474 -0.345
H -1.785 1.004 -0.038
O -3.923 -1.493 -2.275
H -2.987 -0.713 -2.149
H -3.810 -2.085 -1.525

Output
* highest occupied orbital energy: -10.4 eV
* Kohn-Sham gap: 10.77 eV
* energy relative to the best compared isomer or geometry (same formula, charge and spin): 3.367 eV
* multiplicity: 1

[5]
Density functional theory data (ωB97M-V/def2-TZVPD) for a structure of composition C6H8O6Pr.

Geometry (Å):
O 2.192 -0.404 -0.308
Pr 2.468 2.121 -0.386
O 4.055 0.671 -0.141
C 3.575 -0.508 -0.067
O 4.096 -1.574 0.152
C 1.354 -1.569 -0.254
C 0.064 -1.306 -0.940
H 1.904 -2.392 -0.740
H 1.206 -1.850 0.797
H 0.105 -0.742 -1.876
H -0.607 -2.163 -1.013
O -2.246 1.919 -0.422
C -1.119 2.107 0.219
C -2.715 0.582 -0.085
O -0.092 2.540 -0.296
O -1.125 1.445 1.348
C -2.337 0.653 1.408
H -2.631 -0.716 -0.183
H -2.098 -0.314 1.862
H -3.071 1.147 2.054
H -2.979 0.354 -1.128

Output
* highest occupied orbital energy (alpha / beta): -15.4 / -15.9 eV
* Kohn-Sham gap (alpha / beta): 3.57 / 5.30 eV
* energy relative to the best compared isomer or geometry (same formula, charge and spin): 6.182 eV
* multiplicity: 4
* charge: +2

[6]
Density functional theory data (ωB97M-V/def2-TZVPD) for a structure of composition C6H8OPV.

Geometry (Å):
C -1.177 -0.758 -0.858
C -0.166 -1.512 -1.499
C 0.475 -0.683 -2.480
C -0.263 0.526 -2.593
C -1.208 0.543 -1.508
V 0.374 1.844 2.168
P -0.015 -0.190 3.196
H -1.777 -1.103 -0.016
H -0.004 -2.580 -1.425
H 1.457 -0.866 -2.925
H -1.840 1.363 -1.187
H -0.050 1.374 -3.231
H 1.046 -0.911 3.836
H -0.688 -1.289 2.557
H -0.868 -0.030 4.351
O 2.856 2.234 0.510
C 1.848 2.038 1.106

Output
* highest occupied orbital energy (alpha / beta): -2.4 / -2.4 eV
* Kohn-Sham gap (alpha / beta): 4.84 / 4.64 eV
* multiplicity: 4
* charge: -1

Here are the calculated molecular weight numbers, same order: 112.13, 112.13, 112.13, 144.13, 317.03, 178.05 (g mol⁻¹).
Here are the calculated E numbers, same order: -10445.79853, -10439.17112, -10440.02738, -14538.61861, -32681.11313, -43369.92336 (eV).
Here are the calculated max |F| numbers, same order: 0.86, 5.81, 5.35, 5.04, 5.25, 4.42 (eV Å⁻¹).